The following is a quantum chemistry calculation of C52H56BrCl3N4O2PTeW as an isolated structure, from the Open Molecules 2025 dataset.

CARTESIAN COORDINATES (ANGSTROEM)
W: 0.17 0.99 0.81
N: 1.70 3.88 0.98
P: 1.39 2.62 2.13
C: 3.03 2.14 2.73
C: 3.83 1.33 1.92
C: 5.13 1.05 2.30
C: 5.64 1.57 3.48
C: 4.84 2.37 4.29
C: 3.54 2.66 3.92
C: 0.58 3.43 3.51
C: 0.06 2.65 4.54
C: -0.54 3.25 5.62
C: -0.62 4.64 5.70
C: -0.09 5.42 4.68
C: 0.51 4.82 3.58
C: 2.05 3.20 -0.21
C: 3.22 3.24 -0.87
C: 3.56 2.07 -1.67
C: 2.68 1.09 -1.94
C: 1.23 1.42 -1.70
N: 1.13 2.21 -0.49
H: 2.43 4.52 1.28
H: 3.43 0.92 0.99
H: 5.75 0.42 1.67
H: 6.65 1.35 3.78
H: 5.24 2.77 5.22
H: 2.92 3.27 4.55
H: 0.10 1.57 4.49
H: -0.97 2.64 6.41
H: -1.09 5.10 6.55
H: -0.15 6.50 4.74
H: 0.88 5.44 2.78
H: 3.98 3.96 -0.63
H: 4.59 1.95 -1.97
H: 2.94 0.21 -2.49
H: -0.56 0.39 -1.70
C: 0.47 -0.40 -6.46
C: 0.97 -1.24 -5.29
C: 0.30 -2.62 -5.40
C: 2.49 -1.42 -5.46
C: 0.72 -0.58 -3.91
C: 0.40 0.87 -3.92
C: 0.61 1.84 -3.00
N: 0.33 0.30 -1.21
C: 0.84 -1.01 -1.43
C: 0.94 -1.36 -2.81
C: 1.32 -1.60 -0.28
C: 1.89 -2.91 -0.19
C: 2.37 -3.40 0.97
C: 2.31 -2.56 2.14
C: 1.77 -1.32 2.04
N: 1.25 -0.81 0.87
C: 2.98 -4.79 1.11
C: 4.43 -4.65 1.59
C: 2.17 -5.58 2.14
C: 2.98 -5.55 -0.22
H: 0.67 -0.93 -7.39
H: 0.97 0.57 -6.53
H: -0.61 -0.21 -6.42
H: 0.52 -3.06 -6.38
H: -0.79 -2.55 -5.32
H: 0.65 -3.32 -4.65
H: 2.71 -1.86 -6.44
H: 2.90 -2.07 -4.70
H: 3.00 -0.46 -5.40
H: -0.02 1.23 -4.85
H: 0.37 2.87 -3.20
H: 1.26 -2.38 -3.00
H: 1.92 -3.49 -1.10
H: 2.68 -2.89 3.09
H: 1.71 -0.67 2.90
H: 4.49 -4.15 2.56
H: 5.03 -4.08 0.87
H: 4.88 -5.64 1.70
H: 2.17 -5.10 3.12
H: 2.59 -6.58 2.25
H: 1.13 -5.69 1.82
H: 3.56 -5.04 -0.98
H: 1.96 -5.71 -0.59
H: 3.43 -6.53 -0.07
Br: -4.97 -4.74 0.46
C: -3.89 -3.43 1.27
C: -3.98 -3.21 2.64
C: -3.19 -2.24 3.23
C: -2.30 -1.49 2.45
C: -2.21 -1.73 1.09
C: -3.00 -2.70 0.49
C: -1.52 -0.44 3.14
O: -1.51 -0.27 4.33
O: -0.81 0.37 2.32
H: -4.67 -3.79 3.24
H: -3.24 -2.04 4.29
H: -1.51 -1.20 0.45
H: -2.93 -2.89 -0.57
C: -7.37 0.83 -1.61
C: -6.07 1.38 -1.11
C: -5.63 1.14 0.18
C: -4.41 1.62 0.65
C: -4.06 1.37 2.09
C: -3.61 2.36 -0.23
Te: -1.74 3.12 0.34
C: -4.03 2.64 -1.54
C: -3.21 3.40 -2.56
C: -5.27 2.15 -1.95
H: -7.94 0.35 -0.81
H: -7.20 0.09 -2.39
H: -7.99 1.62 -2.04
H: -6.25 0.56 0.86
H: -4.34 0.35 2.37
H: -4.63 2.05 2.73
H: -3.01 1.52 2.31
H: -2.70 4.26 -2.14
H: -3.85 3.75 -3.36
H: -2.46 2.74 -3.00
H: -5.60 2.36 -2.96
Cl: -3.35 0.10 -4.90
C: -2.80 -1.08 -3.71
Cl: -2.93 -0.45 -2.05
H: -1.75 -1.29 -3.89
H: -3.41 -1.97 -3.78
Cl: -2.50 4.34 2.18

Results
2S+1 = 1
F_max = 0.5 eV/Å
energy above the lowest of the compared OMol25 structures with the same formula, charge and spin = 18.5 kcal/mol
orbital gap (alpha / beta) = 5.696 / 5.695 eV
net charge = +1
DFT total energy = -190902.63508 eV

Atom charges from the Mulliken analysis, given in e for atoms 1 to 99: 0.7328, 0.0166, 1.5803, 0.5463, 0.2824, -1.2184, -0.7329, -0.7994, -0.9357, 0.9075, -0.6002, -0.7335, -0.6161, -0.6457, -0.5488, -0.6043, -1.4663, -0.6867, -0.9821, 2.1574, 0.6191, 0.5676, 0.2178, 0.5166, 0.4232, 0.4567, 0.4129, 0.2413, 0.4770, 0.3929, 0.4198, 0.3150, 0.4626, 0.4847, 0.4225, -0.2912, -2.1859, 1.9946, -1.5170, -1.7153, 1.1599, -0.5933, -2.3916, 0.2227, 0.2808, -1.0856, -0.5246, -0.3547, 0.3803, -0.9613, -0.9708, 0.5959, 1.7894, -1.6270, -1.6166, -2.0447, 0.4798, 0.4207, 0.3276, 0.4903, 0.2873, 0.3147, 0.5280, 0.2674, 0.3277, 0.7183, 0.6870, 0.1735, 0.5507, 0.6474, 0.3982, 0.3381, 0.3653, 0.4517, 0.3443, 0.4574, 0.3462, 0.3987, 0.4096, 0.4318, -0.1782, -0.1981, -0.6144, -0.6477, 0.2406, 0.9895, -0.9196, -0.3786, -0.6380, 0.6847, 0.4735, 0.5127, -0.2307, 0.6405, -1.5747, 0.7079, -1.0853, 0.9230, -1.1925

The following is a quantum chemistry calculation of C52H57IN10O6RbS4 as an isolated structure in a non-equilibrium geometry, from the Open Molecules 2025 dataset.

CARTESIAN COORDINATES (ANGSTROEM)
Rb: -0.53 -0.45 -3.44
N: -5.82 -5.83 -7.43
C: -4.54 -5.76 -6.82
C: -3.39 -5.18 -7.35
C: -2.40 -4.55 -6.47
C: -2.42 -4.89 -5.09
C: -3.38 -5.81 -4.67
C: -4.45 -6.19 -5.46
S: -1.66 -3.82 -3.91
O: -0.84 -2.90 -4.73
O: -0.90 -4.64 -2.92
N: -2.77 -2.81 -3.33
C: -3.31 -3.00 -2.10
N: -3.59 -4.28 -1.59
C: -4.21 -4.30 -0.44
C: -4.56 -3.17 0.25
C: -4.22 -1.92 -0.27
N: -3.61 -1.83 -1.42
H: -5.82 -5.89 -8.44
H: -6.54 -6.31 -6.94
H: -3.46 -4.99 -8.40
H: -1.57 -4.03 -6.91
H: -3.28 -6.19 -3.65
H: -5.33 -6.68 -4.95
H: -4.29 -5.34 -0.04
H: -5.20 -3.16 1.11
H: -4.49 -1.03 0.30
N: -0.45 -0.34 1.72
S: -0.29 -0.56 3.17
N: 0.94 0.13 4.01
S: 1.65 1.50 3.69
N: 2.91 1.54 2.67
S: 2.99 1.16 1.10
N: 1.87 1.33 0.16
C: 4.63 1.94 0.67
C: 5.60 1.36 -0.14
C: 6.69 2.14 -0.48
C: 6.92 3.46 0.05
C: 5.97 3.95 0.98
C: 4.79 3.21 1.25
C: 3.54 -0.56 1.00
C: 4.63 -0.90 1.79
C: 5.01 -2.23 1.85
C: 4.43 -3.15 1.05
C: 3.19 -2.85 0.45
C: 2.75 -1.52 0.37
C: 0.60 2.99 3.52
C: 0.07 3.28 2.24
C: -0.80 4.42 2.12
C: -1.16 5.16 3.25
C: -0.59 4.83 4.49
C: 0.31 3.78 4.61
C: 2.50 1.93 5.23
C: 1.92 1.56 6.38
C: 2.51 1.97 7.58
C: 3.67 2.77 7.59
C: 4.23 3.02 6.36
C: 3.70 2.59 5.14
C: -1.67 0.07 3.95
C: -2.81 0.32 3.16
C: -3.99 0.77 3.77
C: -4.00 0.89 5.15
C: -2.82 0.76 5.95
C: -1.72 0.28 5.40
C: -0.25 -2.16 3.99
C: 1.01 -2.67 4.37
C: 1.09 -4.04 4.75
C: -0.12 -4.75 4.95
C: -1.36 -4.21 4.65
C: -1.46 -2.92 4.22
H: 5.43 0.37 -0.56
H: 7.30 1.78 -1.37
H: 7.61 4.24 -0.30
H: 6.16 4.89 1.50
H: 4.08 3.67 1.86
H: 5.15 -0.13 2.35
H: 5.82 -2.56 2.58
H: 4.96 -4.11 0.90
H: 2.75 -3.65 -0.10
H: 1.88 -1.27 -0.19
H: 0.37 2.70 1.39
H: -1.08 4.73 1.13
H: -1.76 6.03 3.11
H: -0.76 5.49 5.34
H: 0.54 3.47 5.67
H: 0.94 1.11 6.40
H: 2.09 1.80 8.57
H: 4.15 3.14 8.48
H: 5.06 3.76 6.39
H: 4.26 2.74 4.18
H: -2.83 0.03 2.12
H: -4.89 1.04 3.13
H: -4.92 1.22 5.60
H: -2.76 0.98 7.00
H: -0.82 -0.02 5.95
H: 1.86 -2.01 4.18
H: 2.04 -4.60 4.88
H: -0.10 -5.75 5.39
H: -2.30 -4.71 4.82
H: -2.42 -2.46 3.92
O: -3.00 0.91 -1.57
H: -3.41 0.04 -1.71
H: -3.01 1.29 -2.56
O: -0.39 2.04 -1.69
H: 0.28 1.82 -0.94
H: -1.29 1.69 -1.31
O: 1.03 -4.71 -0.87
H: 1.39 -5.64 -0.71
H: 0.45 -4.79 -1.68
O: -0.78 -1.78 -0.83
H: -0.29 -2.64 -0.64
H: -0.77 -1.33 0.09
N: -2.41 1.60 -4.60
C: -1.82 2.51 -5.12
N: -1.19 3.37 -5.85
C: 0.17 3.75 -5.44
C: 0.99 4.16 -6.65
C: 0.19 4.90 -7.76
C: -1.29 4.84 -7.80
C: -1.99 4.49 -6.53
H: 0.73 2.98 -4.92
H: 0.05 4.65 -4.80
H: 1.48 3.28 -7.10
H: 1.77 4.71 -6.05
H: 0.61 4.48 -8.68
H: 0.55 5.99 -7.67
H: -1.61 4.08 -8.45
H: -1.75 5.83 -8.06
H: -3.01 3.96 -6.80
H: -2.08 5.34 -5.85
I: 2.55 0.90 -4.85

Results
2S+1 = 1
F_max = 5.9 eV/Å
energy above the lowest of the compared OMol25 structures with the same formula, charge and spin = 59.8 kcal/mol
orbital gap = 5.412 eV
net charge = -1
DFT total energy = -134122.35807 eV

Atom charges from the Mulliken analysis, given in e for atoms 1 to 99: 0.4670, -0.5178, 1.0787, -0.8037, -0.4722, -0.3528, -0.4160, -0.5914, 1.9005, -0.8777, -0.8524, -0.4740, 0.0007, -0.2769, -0.2084, -0.9128, 0.1779, -0.4253, 0.2123, 0.1975, 0.2418, 0.4435, 0.3400, 0.1235, 0.3193, 0.4140, 0.4210, -0.7860, 1.5767, 0.1102, 0.6504, 0.2066, 1.0605, -1.0741, 0.2969, -0.1970, -0.5289, -0.5488, -0.8080, -0.4665, -0.0067, -0.4533, -0.6273, -0.6589, -0.4206, -0.5298, 0.5193, -0.3938, -0.8138, -0.5999, -0.7291, 0.1632, 0.3061, -0.1511, -0.6122, -0.8076, -0.3853, -1.0462, -0.0308, -0.4755, -0.5619, -0.5823, -0.7658, -0.3123, 0.3715, -0.4340, -0.6959, -0.4447, -0.5502, -0.4378, 0.5345, 0.2580, 0.3301, 0.3906, 0.5675, 0.4469, 0.2627, 0.3289, 0.5201, 0.8862, 0.5821, 0.5246, 0.4568, 0.4076, 0.1842, 0.4235, 0.3624, 0.4425, 0.3049, 0.2871, 0.5445, 0.3638, 0.3957, 0.4483, 0.3391, 0.4440, 0.3701, 0.3363, 0.4444

The following is a quantum chemistry calculation of a 9-piece molecular cluster, C52H57N4O12 overall in a non-equilibrium geometry, from the Open Molecules 2025 dataset.

CARTESIAN COORDINATES (ANGSTROEM)
C: -2.30 -1.53 -0.98
C: -1.36 -0.35 -1.41
N: -0.96 0.47 -0.24
C: -1.70 1.25 0.56
C: -0.90 1.96 1.45
N: 0.43 1.56 1.19
C: 0.33 0.71 0.13
C: 1.67 2.33 1.54
H: -2.87 -1.84 -1.64
H: -2.96 -1.31 -0.18
H: -1.77 -2.26 -0.61
H: -1.78 0.48 -2.18
H: -0.54 -0.85 -1.94
H: -2.65 1.31 0.50
H: -1.17 2.79 2.34
H: 1.14 0.39 -0.38
H: 1.64 3.30 1.02
H: 2.63 1.86 1.45
H: 1.99 2.55 2.78
N: -0.93 2.63 -3.91
C: -0.12 2.32 -5.08
C: 1.20 2.65 -5.15
C: 1.85 2.96 -3.86
C: 0.99 3.11 -2.78
C: -0.36 3.12 -2.85
H: -0.52 1.96 -6.05
H: 1.80 2.65 -6.08
H: 2.90 2.97 -4.04
H: 1.37 3.27 -1.96
H: -0.93 3.17 -1.98
N: 5.05 3.12 0.27
C: 4.71 4.49 0.34
C: 4.80 5.19 -0.79
C: 5.34 4.66 -1.97
C: 5.52 3.22 -2.11
C: 5.32 2.46 -0.86
H: 4.36 4.98 1.39
H: 4.54 6.12 -0.88
H: 5.35 5.40 -2.84
H: 6.04 2.94 -3.08
H: 5.57 1.50 -0.91
C: 2.90 -4.02 1.85
C: 3.09 -5.43 2.21
C: 1.99 -6.26 2.22
C: 0.73 -5.72 1.75
C: 0.54 -4.36 1.38
C: 1.66 -3.61 1.39
O: 1.71 -2.19 1.04
O: 2.09 -7.45 2.58
H: 3.59 -3.33 1.82
H: 3.98 -5.99 2.60
H: -0.27 -6.44 1.65
H: -0.34 -4.00 1.19
H: 1.91 -1.72 1.75
H: 1.28 -7.63 3.01
C: 5.59 6.28 4.49
C: 6.65 6.94 5.20
C: 7.23 6.28 6.32
C: 6.74 5.04 6.74
C: 5.64 4.46 6.16
C: 5.09 5.04 4.96
O: 4.02 4.51 4.28
O: 8.37 6.92 6.92
H: 5.18 6.66 3.59
H: 6.94 7.94 4.65
H: 7.20 4.62 7.59
H: 5.26 3.39 6.37
H: 3.35 4.04 4.79
H: 8.42 7.81 6.44
C: -3.77 0.69 -6.58
C: -4.60 0.04 -7.68
C: -5.64 -0.78 -7.35
C: -5.77 -1.19 -5.98
C: -4.94 -0.65 -5.06
C: -3.99 0.32 -5.34
O: -3.35 0.94 -4.35
O: -6.43 -1.32 -8.36
H: -3.18 1.55 -6.96
H: -4.41 0.17 -8.79
H: -6.39 -2.00 -5.65
H: -5.06 -0.90 -3.92
H: -2.47 1.40 -4.43
H: -7.23 -1.69 -8.07
C: 4.30 0.10 -3.34
C: 2.97 -0.40 -2.64
C: 2.99 -1.51 -1.82
C: 4.24 -2.01 -1.37
C: 5.46 -1.47 -1.85
C: 5.50 -0.52 -3.01
O: 6.66 -0.08 -3.47
O: 1.91 -2.18 -1.26
H: 4.53 0.89 -4.15
H: 2.05 -0.09 -3.01
H: 4.43 -2.68 -0.60
H: 6.40 -1.89 -1.60
H: 6.55 0.55 -4.19
H: 2.34 -2.17 -0.35
C: -3.39 -3.94 2.44
C: -3.62 -3.18 3.89
C: -3.61 -4.00 4.93
C: -3.57 -5.41 4.77
C: -3.37 -6.00 3.57
C: -3.23 -5.30 2.45
O: -3.09 -6.00 1.22
O: -3.97 -3.35 6.27
H: -3.67 -3.45 1.62
H: -3.71 -2.04 3.74
H: -4.00 -5.91 5.60
H: -3.68 -7.09 3.76
H: -2.70 -5.48 0.53
H: -3.57 -2.54 6.28
C: -7.34 -0.07 1.54
C: -8.79 -0.46 1.57
C: -8.98 -1.80 1.14
C: -7.93 -2.64 1.02
C: -6.64 -2.25 1.13
C: -6.27 -0.90 1.34
O: -5.03 -0.52 1.53
O: -10.23 -2.35 0.81
H: -7.32 1.02 1.67
H: -9.60 0.28 1.41
H: -8.14 -3.60 0.63
H: -5.70 -2.69 0.75
H: -4.91 0.29 1.77
H: -10.31 -3.25 0.65

Results
2S+1 = 1
F_max = 9.4 eV/Å
energy above the lowest of the compared OMol25 structures with the same formula, charge and spin = 113.5 kcal/mol
orbital gap = 7.204 eV
net charge = +1
DFT total energy = -85354.25750 eV

Atom charges from the Mulliken analysis, given in e for atoms 1 to 99: -2.6779, 0.3174, 0.7011, -1.0009, -0.6675, 0.5159, -1.1506, -0.9226, 1.0973, 0.4139, 0.6591, 0.1811, 0.1471, 1.2043, 0.2957, 0.9567, 0.4111, 0.3154, 0.1555, -0.4528, -0.1231, -0.6841, -0.0476, -1.3872, -0.6188, 0.2692, 0.3691, 0.4872, 1.3425, 0.6855, -0.4875, -0.1425, -0.5275, -0.4989, 0.0870, -0.6220, 0.1284, 0.7035, 0.2986, 0.3337, 0.7607, -0.2640, -0.8614, 0.4285, -0.1957, -1.7965, 0.4360, -0.3757, -0.4891, 0.7742, 0.3078, 0.1146, 1.3378, 0.2603, 0.3338, -0.5418, -0.3460, 0.7602, -0.5635, -0.4118, 0.4161, -0.4565, -0.5453, 0.3439, 0.1373, 0.4273, 0.2152, 0.2788, 0.3081, -0.0916, -0.6144, 0.4218, -0.4642, -0.3527, 0.5217, -0.4328, -0.5217, 0.3084, 0.2997, 0.3565, 0.1167, 0.2724, 0.2965, -0.3894, -0.7250, 0.5106, -0.2536, -1.0334, 0.4280, -0.5581, -0.4752, 0.0876, 0.8135, 0.5309, 0.4766, 0.3678, 0.2674, -0.6744, -0.6877